Entry from the OMol25 dataset: an isolated ion of composition C6H12N2P and charge +1 at a distorted geometry (wB97M-V/def2-TZVPD).

```
21
Properties=species:S:1:pos:R:3:lowdin_charge:R:1
C 0.74489 1.77267 0.80832 -0.17
C 0.59444 1.55437 -0.71830 -0.17
C -0.44261 0.48586 -0.98003 -0.15
N -0.27089 -0.86142 -0.35025 -0.18
C -1.30411 -1.70252 -0.90346 -0.56
N -0.79099 -2.47073 -2.04624 -0.24
P -0.78376 -3.50621 -0.82458 1.05
C -0.10238 -0.68185 1.10679 -0.15
C 0.90759 0.39076 1.52986 -0.16
H 1.54336 2.53865 0.93026 0.13
H -0.23741 2.20602 1.16876 0.13
H 0.46311 2.52052 -1.25130 0.14
H 1.50511 1.19623 -1.07469 0.09
H -1.43500 0.78187 -0.75697 0.12
H -0.63088 0.41329 -2.10474 0.17
H 0.65881 -1.25603 -0.70469 0.19
H -2.38546 -1.37115 -0.82101 0.15
H 0.28976 -1.76135 1.39646 0.15
H -1.16044 -0.70354 1.59048 0.17
H 1.93236 -0.03586 1.31752 0.13
H 0.90450 0.49043 2.68781 0.15
```

Calculated values
Net charge: +1
HOMO energy in eV: -13.92
Largest force on an atom in eV/A: 4.39
Gap between HOMO and LUMO in eV: 8.7971

---

Entry from the OMol25 dataset: C6H12N2S as an isolated structure at a distorted geometry (wB97M-V/def2-TZVPD).

```
21
Properties=species:S:1:pos:R:3:lowdin_charge:R:1
C 0.29182 -0.81162 -1.17997 -0.17
C 0.75930 -0.28474 0.09167 -0.13
C 1.04475 -1.15526 -2.16804 -0.21
C 0.13322 0.31165 1.14698 -0.58
C 0.65748 -1.80152 -3.41186 -0.11
C 0.69992 0.79091 2.42317 -0.14
N -1.81628 2.73875 1.66739 -0.12
N -2.05982 0.12362 2.55030 -0.34
S -1.59797 0.50059 0.94623 0.94
H -0.76993 -0.87426 -1.32131 0.08
H 1.92517 -0.26099 0.17877 0.15
H 2.07613 -0.91038 -2.05963 0.10
H 1.18770 -2.72250 -3.60160 0.06
H -0.44948 -1.93569 -3.50761 0.09
H 1.04747 -1.20051 -4.39783 0.13
H 0.62499 0.27835 3.36146 0.06
H 0.07032 1.72932 2.73965 0.07
H 1.72912 1.19284 2.17406 0.10
H -0.86797 3.14337 1.61933 -0.11
H -2.30138 1.04658 3.07931 0.05
H -2.93536 -0.51450 2.59051 0.07
```

Calculated values
Net charge: 0
HOMO energy (alpha / beta) in eV: -7.88 / -8.17
Largest force on an atom in eV/A: 3.94
Gap between HOMO and LUMO (alpha / beta) in eV: 7.7552 / 7.8112

---

Entry from the OMol25 dataset: a 2-piece molecular cluster, C6H12N2S overall at a distorted geometry (wB97M-V/def2-TZVPD).

```
21
Properties=species:S:1:pos:R:3:lowdin_charge:R:1
C -0.83200 -2.18226 -1.87097 -0.08
C -0.48097 -2.03064 -0.52173 -0.40
C 0.70694 -2.40902 0.16624 -0.03
N 0.45541 -2.08139 1.55426 0.01
C -0.63984 -1.36991 1.63737 -0.21
N -1.30078 -1.35238 0.39453 0.07
H -1.76955 -1.49534 -1.93875 0.12
H -0.96249 -3.17640 -2.22450 0.07
H -0.05859 -1.90691 -2.58471 0.08
H 1.43480 -3.07302 -0.14541 0.07
H 1.30739 -2.25824 2.14361 0.17
H -0.97868 -0.85808 2.59066 0.14
C 0.76689 2.00786 0.58322 -0.20
C 0.61377 3.32889 -0.06940 -0.61
S -1.10285 3.80829 -0.70397 0.57
H 1.17051 1.32101 -0.14080 0.07
H -0.15570 1.51348 0.82614 0.04
H 1.23757 2.17978 1.57443 0.09
H 1.11886 3.89099 0.73313 0.07
H 1.22647 3.62138 -0.87399 0.02
H -1.75715 2.52194 -1.12938 -0.07
```

Calculated values
Net charge: 0
HOMO energy in eV: -8.54
Largest force on an atom in eV/A: 6.81
Gap between HOMO and LUMO in eV: 9.2739

---

Entry from the OMol25 dataset: the molecule C6H12N2Si at a distorted geometry (wB97M-V/def2-TZVPD).

```
21
Properties=species:S:1:pos:R:3:lowdin_charge:R:1
C -1.04281 2.05616 -0.17069 -0.16
Si -0.63810 0.16694 0.10115 0.47
C -1.24403 -0.37279 1.87351 -0.20
C -1.40503 -1.15294 -1.11087 -0.19
N 1.05005 0.07097 0.18759 -0.03
C 2.05252 -0.53759 -0.28146 -0.28
N 3.36190 -0.40460 0.16525 -0.06
C 4.76188 -0.23147 -0.45644 0.09
C 4.20872 0.69156 0.37523 -0.01
H -2.05458 2.19741 0.12764 0.01
H -0.33643 2.54990 0.48258 0.02
H -0.78334 2.22430 -1.16863 -0.01
H -2.14677 -0.80495 1.64087 -0.06
H -0.65882 -1.23443 2.47981 0.08
H -1.41339 0.49973 2.60548 0.04
H -1.32939 -0.87342 -2.15842 0.01
H -0.90865 -2.08589 -0.99984 -0.01
H -2.49637 -1.44775 -0.83924 0.05
H 1.93744 -1.30758 -0.96651 0.09
H 5.44496 -0.61886 -1.13836 0.06
H 4.17630 1.67974 0.72185 0.09
```

Calculated values
Net charge: 0
HOMO energy in eV: -7.71
Largest force on an atom in eV/A: 6.28
Gap between HOMO and LUMO in eV: 8.4410

---

Entry from the OMol25 dataset: an isolated ion of composition C6H12N3 and charge +1 at a distorted geometry (wB97M-V/def2-TZVPD).

```
21
Properties=species:S:1:pos:R:3:lowdin_charge:R:1
C 0.69714 -1.44585 0.67135 -0.08
C -0.15304 0.80090 -0.87054 -0.08
C -0.29572 -0.52191 -1.42028 -0.34
C -0.85312 0.23592 1.51727 -0.21
C 0.43044 -0.75482 -2.78075 0.00
C -0.86580 1.46975 2.28010 -0.09
N -0.03009 1.98231 -1.12526 0.22
N 0.10715 -1.63000 -0.52639 0.08
N 0.24348 -0.59995 1.64309 0.04
H 1.33243 -2.28719 1.14314 0.18
H -1.31015 -0.64986 -1.73494 0.15
H -1.80462 -0.10676 1.25520 0.11
H 0.04053 -1.75338 -3.06728 0.10
H 1.52856 -0.93846 -2.53364 0.12
H 0.19100 0.02540 -3.45072 0.08
H -1.58573 2.19080 1.80037 0.11
H 0.05292 1.76573 2.62954 0.04
H -1.44443 1.16156 3.29822 0.14
H -0.09590 2.86516 -0.61597 0.11
H 0.44323 -2.42987 -1.04231 0.14
H 0.85159 -0.48978 2.48641 0.19
```

Calculated values
Net charge: +1
HOMO energy (alpha / beta) in eV: -11.12 / -10.91
Largest force on an atom in eV/A: 5.21
Gap between HOMO and LUMO (alpha / beta) in eV: 7.2107 / 6.7345

---

Entry from the OMol25 dataset: an isolated ion of composition C6H12N3O and charge +1 at a distorted geometry (wB97M-V/def2-TZVPD).

```
22
Properties=species:S:1:pos:R:3:lowdin_charge:R:1
C -2.97258 0.81903 -0.29111 0.00
C -1.50437 0.66208 0.01014 -0.25
N -0.53379 1.45159 0.30452 0.20
N 0.56341 0.80804 0.48742 -0.21
C 1.81058 1.48026 0.40892 -0.02
C 0.52299 -0.51469 0.12368 -0.40
C 0.93541 -0.88281 -1.36127 0.06
N 1.08682 -1.41285 1.19370 0.27
C -1.10993 -0.70517 -0.03569 -0.33
O -1.63838 -1.74949 -0.18688 0.17
H -3.48200 0.08039 0.34874 0.09
H -3.26951 0.48213 -1.33698 0.12
H -3.33177 1.84073 -0.15627 0.09
H 1.58531 2.54667 0.45279 0.11
H 2.49214 1.29590 1.28027 0.11
H 2.45821 1.36044 -0.39989 0.07
H 1.97823 -1.03936 -1.34002 0.07
H 0.53991 0.06021 -1.89883 0.15
H 0.38293 -1.68208 -1.81170 0.09
H 1.01187 -1.00184 2.08502 0.14
H 2.12512 -1.61992 1.04007 0.21
H 0.34940 -2.27927 1.08337 0.25
```

Calculated values
Net charge: +1
HOMO energy in eV: -12.96
Largest force on an atom in eV/A: 4.14
Gap between HOMO and LUMO in eV: 8.7800